[1]
Below is a structure of composition C32H37ClN2Si2Ti in a non-equilibrium geometry, with properties calculated with wB97M-V/def2-TZVPD.

Values from the calculation:
HOMO-LUMO gap (alpha / beta): 7.272 / 7.351 eV
Total energy: -88154.93262 eV
Total charge: +1
2S+1: 2
E_HOMO (alpha / beta): -10.14 / -10.14 eV
LUMO (alpha / beta): -0.1052 / -0.1023 Ha
ΔE to the lowest compared entry with this formula, charge and spin: 0.00 kJ/mol

Positions of all 75 atoms, in Å:
C: 0.10 0.10 1.66
C: 1.31 -0.36 1.02
C: 1.90 0.77 0.36
H: 1.75 -1.35 1.10
C: 1.07 1.91 0.57
C: -0.04 1.50 1.38
H: -0.79 2.17 1.81
H: -0.55 -0.48 2.31
H: 2.86 0.78 -0.15
H: 1.30 2.92 0.24
Ti: 0.00 0.37 -0.61
Si: 6.27 0.68 -3.95
C: 6.78 -0.66 -5.13
C: 6.57 -0.53 -6.51
H: 6.21 0.42 -6.91
C: 6.79 -1.62 -7.35
H: 6.60 -1.52 -8.42
C: 7.26 -2.83 -6.83
H: 7.42 -3.69 -7.49
C: 7.51 -2.95 -5.46
H: 7.88 -3.89 -5.05
C: 7.28 -1.87 -4.61
H: 7.47 -1.95 -3.53
C: 6.79 2.32 -4.66
C: 8.16 2.59 -4.79
H: 8.89 1.85 -4.46
C: 8.59 3.80 -5.35
H: 9.66 4.00 -5.47
C: 7.65 4.76 -5.76
H: 7.98 5.70 -6.20
C: 6.28 4.50 -5.61
H: 5.54 5.23 -5.94
C: 5.85 3.29 -5.05
H: 4.78 3.09 -4.94
H: 7.04 0.48 -2.71
Si: 3.89 0.48 -3.76
C: 3.86 1.77 -2.39
C: 4.80 1.78 -1.34
H: 5.51 0.95 -1.22
C: 4.88 2.87 -0.47
H: 5.61 2.85 0.35
C: 4.05 3.97 -0.64
H: 4.12 4.82 0.04
C: 3.10 3.97 -1.67
H: 2.44 4.83 -1.81
C: 3.00 2.87 -2.53
H: 2.26 2.87 -3.34
C: 3.80 -1.27 -3.08
C: 3.83 -1.57 -1.71
H: 3.79 -0.77 -0.97
C: 3.95 -2.90 -1.28
H: 3.99 -3.11 -0.21
C: 4.03 -3.94 -2.21
H: 4.13 -4.97 -1.88
C: 3.96 -3.64 -3.58
H: 4.02 -4.44 -4.32
C: 3.83 -2.32 -4.01
H: 3.79 -2.09 -5.08
H: 2.67 0.63 -4.56
Cl: 0.51 0.31 -2.79
N: -1.74 1.56 -0.86
C: -2.92 0.88 -1.49
C: -3.22 -0.46 -0.82
C: -2.31 -1.60 -1.24
N: -0.97 -1.51 -0.56
H: -1.45 2.36 -1.45
H: -2.04 2.01 0.02
H: -3.78 1.56 -1.38
H: -2.73 0.77 -2.57
H: -3.24 -0.35 0.28
H: -4.24 -0.73 -1.11
H: -2.75 -2.56 -0.96
H: -2.14 -1.62 -2.33
H: -1.05 -1.87 0.40
H: -0.31 -2.17 -1.00

Results of the Löwdin charge analysis, in e, for atoms 1 through 6:
1 C -0.155
2 C -0.156
3 C -0.170
4 H 0.128
5 C -0.145
6 C -0.158

[2]
Below is a structure of composition C32H37CsN7O5S, with properties calculated with wB97M-V/def2-TZVPD.

Values from the calculation:
HOMO-LUMO gap: 6.037 eV
Total energy: -65832.03363 eV
Total charge: -1
E_HOMO: -4.38 eV
LUMO: 0.0608 Ha
ΔE to the lowest compared entry with this formula, charge and spin: 11.36 kJ/mol

Positions of all 83 atoms, in Å:
Cs: -0.30 -0.54 -0.15
C: -2.11 2.86 -1.05
O: -2.71 1.77 -0.37
C: -3.87 1.29 -0.99
C: -3.61 0.41 -2.20
O: -2.96 -0.76 -1.75
C: -2.94 -1.83 -2.68
C: -1.80 -1.76 -3.67
O: -0.63 -2.18 -3.02
C: 0.49 -2.20 -3.88
H: -2.85 3.66 -1.22
H: -1.68 2.56 -2.01
H: -1.31 3.22 -0.42
H: -4.53 2.12 -1.29
H: -4.40 0.70 -0.23
H: -3.01 0.93 -2.95
H: -4.58 0.15 -2.66
H: -3.91 -1.89 -3.19
H: -2.82 -2.74 -2.09
H: -1.68 -0.73 -4.05
H: -2.01 -2.41 -4.53
H: 0.35 -2.93 -4.68
H: 1.35 -2.50 -3.28
H: 0.68 -1.22 -4.32
C: 3.81 -5.95 2.85
C: 3.35 -5.73 1.41
N: 3.39 -4.32 1.06
C: 2.36 -3.61 1.34
S: 2.44 -1.92 0.82
N: 1.29 -4.00 2.08
N: 0.12 -3.44 1.71
C: -0.89 -3.85 2.42
C: -0.68 -4.72 3.63
C: -2.26 -3.56 1.99
C: -3.31 -4.36 2.50
C: -4.61 -4.14 2.11
C: -4.87 -3.11 1.21
C: -3.79 -2.38 0.75
N: -2.52 -2.59 1.09
H: 3.82 -7.02 3.10
H: 3.13 -5.45 3.54
H: 4.81 -5.55 3.00
H: 2.34 -6.13 1.29
H: 4.01 -6.26 0.73
H: 4.52 -3.29 0.18
H: 0.24 -4.42 4.12
H: -0.53 -5.77 3.35
H: -1.50 -4.66 4.34
H: -3.09 -5.17 3.18
H: -5.41 -4.76 2.49
H: -5.87 -2.87 0.87
H: -3.94 -1.58 0.04
N: 3.60 10.07 0.34
C: 3.21 8.99 0.29
C: 2.74 7.64 0.21
C: 1.39 7.39 -0.05
C: 0.94 6.09 -0.12
C: 1.81 5.02 0.06
C: 3.15 5.28 0.31
C: 3.62 6.58 0.39
C: 1.32 3.61 -0.03
C: 1.39 3.04 -1.31
C: 1.90 3.71 -2.47
C: 1.80 2.81 -3.51
C: 1.22 1.64 -2.94
N: 0.98 1.77 -1.65
C: 0.85 3.08 1.17
C: 0.75 3.78 2.42
C: 0.23 2.88 3.32
C: 0.04 1.67 2.59
N: 0.40 1.78 1.33
H: 0.71 8.22 -0.19
H: -0.11 5.89 -0.32
H: 3.83 4.44 0.45
H: 4.67 6.77 0.59
H: 2.30 4.71 -2.51
H: 2.09 2.96 -4.54
H: 1.00 0.72 -3.45
H: 1.03 4.80 2.61
H: 0.01 3.05 4.36
H: -0.34 0.73 2.98
O: 3.29 -2.10 -0.58
O: 4.68 -2.43 -0.31

Results of the Löwdin charge analysis, in e, for atoms 1 through 6:
1 Cs 1.028
2 C -0.088
3 O -0.216
4 C -0.207
5 C -0.190
6 O -0.265

[3]
Below is a cluster of 5 separate species, C32H37IN2O14 in total in a non-equilibrium geometry, with properties calculated with wB97M-V/def2-TZVPD.

Values from the calculation:
HOMO-LUMO gap: 7.243 eV
Total energy: -73521.96196 eV
SMILES: Nc1c(CCc2ccccc2)cc(I)c2c1C(=O)NC2=O.C[C@@H]1COC(=O)O1.C[C@@H]1COC(=O)O1.C[C@@H]1COC(=O)O1.C[C@@H]1COC(=O)O1
E_HOMO: -8.03 eV
LUMO: -0.0290 Ha

Positions of all 86 atoms, in Å:
N: -1.35 -4.89 -4.81
C: -0.56 -6.11 -5.09
C: -0.37 -7.28 -4.05
C: -1.06 -7.19 -2.59
C: 0.19 -7.08 -1.54
C: 1.19 -5.87 -1.93
C: 0.69 -4.45 -2.36
C: 1.65 -3.28 -2.71
C: 3.19 -3.57 -2.58
C: 3.75 -4.96 -2.14
C: 2.73 -6.10 -1.83
C: 0.46 -8.56 -4.33
C: 1.19 -8.69 -5.69
I: 2.43 -10.39 -6.23
C: 1.05 -7.54 -6.72
C: 0.18 -6.27 -6.43
C: 0.26 -5.36 -7.74
O: -0.53 -4.51 -8.19
N: 1.56 -5.83 -8.34
C: 1.67 -7.32 -8.17
O: 2.18 -8.11 -8.98
H: -2.34 -5.19 -4.88
H: -1.20 -4.19 -5.56
H: -1.67 -8.13 -2.37
H: -1.68 -6.22 -2.53
H: 0.81 -8.06 -1.56
H: -0.18 -6.88 -0.48
H: -0.43 -4.26 -2.43
H: 1.32 -2.24 -3.01
H: 3.95 -2.74 -2.81
H: 4.88 -5.12 -2.03
H: 3.14 -7.14 -1.52
H: 0.56 -9.40 -3.57
H: 2.21 -5.46 -7.61
C: 0.86 1.67 1.41
C: 1.67 1.07 0.28
C: 0.86 0.49 -0.84
O: 1.74 -0.48 -1.39
C: 2.55 -0.89 -0.37
O: 3.27 -1.84 -0.41
O: 2.40 -0.08 0.72
H: -0.15 1.25 1.45
H: 1.33 1.48 2.38
H: 0.76 2.75 1.28
H: 2.41 1.80 -0.09
H: 0.57 1.24 -1.58
H: -0.04 -0.03 -0.49
C: -3.83 1.02 5.28
C: -3.62 1.88 4.05
C: -3.57 1.12 2.76
O: -2.81 1.99 1.93
C: -1.98 2.69 2.76
O: -1.06 3.36 2.40
O: -2.34 2.50 4.07
H: -3.51 -0.01 5.11
H: -3.25 1.40 6.13
H: -4.88 0.99 5.56
H: -4.37 2.68 4.02
H: -4.56 0.95 2.33
H: -3.04 0.17 2.83
C: 1.83 6.69 4.41
C: 2.64 6.09 3.28
C: 1.81 5.52 2.16
O: 2.70 4.55 1.60
C: 3.50 4.14 2.62
O: 4.23 3.19 2.57
O: 3.36 4.94 3.71
H: 0.82 6.27 4.45
H: 2.30 6.50 5.38
H: 1.73 7.77 4.28
H: 3.37 6.82 2.91
H: 1.53 6.27 1.42
H: 0.92 5.00 2.51
C: -4.31 8.47 4.41
C: -3.12 8.28 3.50
C: -2.32 7.03 3.78
O: -1.04 7.38 3.28
C: -0.93 8.74 3.41
O: 0.09 9.35 3.28
O: -2.13 9.29 3.72
H: -4.20 7.94 5.36
H: -4.46 9.53 4.66
H: -5.22 8.10 3.94
H: -3.43 8.34 2.45
H: -2.72 6.15 3.27
H: -2.22 6.81 4.85

Results of the Löwdin charge analysis, in e, for atoms 1 through 6:
1 N 0.055
2 C -0.129
3 C -0.094
4 C -0.150
5 C -0.173
6 C -0.176